1.
The ion C4H8N with charge +1 in a non-equilibrium geometry, computed with the ωB97M-V functional and the def2-TZVPD basis.

The energy relative to the best compared isomer or geometry (same formula, charge and spin) is 268.49 kJ/mol. The spin multiplicity is 1. As for the total charge: +1. The orbital gap comes out at 8.62 eV. The electronic energy comes out at -5757.08142 eV. The HOMO energy comes out at -0.555 Ha.

Geometry (Å):
C: -0.84843 0.62893 -0.10845
C: -1.68324 -0.44691 0.21931
C: 1.44915 -0.59471 -0.48251
C: 0.54294 0.73598 -0.11870
N: 1.42599 -0.01301 0.82324
H: -1.38579 1.58670 -0.22055
H: -1.08177 -1.39196 0.15983
H: -2.69122 -0.66062 -0.21574
H: -2.12548 -0.13435 1.17805
H: 0.75757 -1.49094 -0.77547
H: 2.28260 -0.42503 -1.02613
H: 1.10186 1.67999 -0.41736
H: 2.25582 0.52593 0.98446

***

2.
A structure of composition C19H52GaO16S5 in a non-equilibrium geometry, computed with the ωB97M-V functional and the def2-TZVPD basis.

The spin multiplicity is 1. As for the total charge: -1. The orbital gap comes out at 6.14 eV. The electronic energy comes out at -159853.22524 eV. The HOMO energy comes out at -0.155 Ha.

Geometry (Å):
C: 1.70390 -2.72954 1.40204
O: 0.92256 -1.94775 0.43149
C: -0.34709 -2.60330 0.07540
C: -1.59751 -1.82078 0.83377
C: -2.29427 -2.72145 2.03890
Ga: -3.92902 -3.67573 1.17746
H: 1.56248 -2.37123 2.53183
H: 1.58030 -3.89905 1.29799
H: 2.85104 -2.50194 1.16285
H: -0.52131 -2.40464 -1.08902
H: -0.37127 -3.76169 0.24293
H: -2.44112 -1.63963 0.03796
H: -1.19948 -0.79165 1.28001
H: -2.64083 -1.98360 2.90856
H: -1.55639 -3.52173 2.50729
H: -4.47834 -4.92892 2.03594
H: -3.44762 -4.11489 -0.31590
H: -5.09600 -2.56401 0.94800
O: 3.08743 3.36165 -1.61216
S: 3.12672 3.45754 -0.16796
O: 4.37283 3.45834 0.56854
O: 2.14400 2.32416 0.46643
C: 2.32936 0.96952 0.08224
C: 3.51035 0.34672 0.80280
C: 2.18137 4.87565 0.33049
H: 2.43795 0.88376 -1.00411
H: 1.41707 0.43054 0.35885
H: 4.45224 0.79747 0.47619
H: 3.56277 -0.72728 0.60325
H: 3.43350 0.50558 1.88301
H: 1.21690 4.85510 -0.17992
H: 2.73794 5.77032 0.04474
H: 2.04956 4.84960 1.41384
O: -1.07040 3.71973 -1.68059
S: -0.76749 4.13020 -3.03565
O: -0.79605 5.51906 -3.44247
O: -1.67904 3.26263 -4.06964
C: -3.08764 3.24840 -3.88888
C: -3.72424 4.52632 -4.40221
C: 0.80448 3.44460 -3.49611
H: -3.34418 3.07197 -2.83895
H: -3.47556 2.40019 -4.46274
H: -3.43369 5.38420 -3.78851
H: -4.81505 4.45044 -4.38188
H: -3.40026 4.73699 -5.42625
H: 0.81580 2.38334 -3.24165
H: 1.58003 3.97245 -2.93776
H: 0.95327 3.58998 -4.56776
O: -3.46998 -2.14637 -4.35416
S: -2.29653 -2.65810 -5.03060
O: -0.98209 -2.61788 -4.42573
O: -2.20977 -1.99726 -6.51670
C: -2.23867 -0.58233 -6.63573
C: -0.89505 0.02980 -6.28669
C: -2.62375 -4.32514 -5.54741
H: -3.03963 -0.15582 -6.02268
H: -2.47521 -0.35364 -7.68025
H: -0.67035 -0.09563 -5.22331
H: -0.88810 1.10049 -6.50940
H: -0.08999 -0.45634 -6.84666
H: -3.59054 -4.35550 -6.05291
H: -2.64598 -4.95676 -4.65722
H: -1.82435 -4.65150 -6.21535
O: 5.17975 -1.86072 2.61813
S: 6.51617 -1.75155 3.16448
O: 7.69603 -2.00951 2.36660
O: 6.60486 -2.63326 4.53104
C: 6.22892 -4.00201 4.48416
C: 7.32044 -4.85465 3.86494
C: 6.68966 -0.15363 3.91930
H: 5.27918 -4.12749 3.95357
H: 6.06614 -4.32494 5.51784
H: 7.44320 -4.62510 2.80228
H: 7.07919 -5.91752 3.95523
H: 8.28314 -4.66484 4.34990
H: 5.82917 0.02758 4.56573
H: 6.72541 0.59365 3.12421
H: 7.61871 -0.13227 4.49209
O: -4.94427 1.57882 2.10293
S: -3.98111 1.24049 3.12970
O: -3.83969 -0.10803 3.63638
O: -4.16845 2.25629 4.38899
C: -5.45495 2.38180 4.97736
C: -5.76663 1.20469 5.88241
C: -2.38157 1.81576 2.61615
H: -6.22492 2.50517 4.20847
H: -5.44564 3.29952 5.57484
H: -5.87983 0.28313 5.30368
H: -6.69672 1.37482 6.43198
H: -4.95471 1.03951 6.59761
H: -2.46845 2.85113 2.28206
H: -2.04312 1.18327 1.79319
H: -1.68996 1.73429 3.45682

***

3.
A structure of composition C14H32IrNO3P2 in a non-equilibrium geometry, computed with the ωB97M-V functional and the def2-TZVPD basis.

The spin multiplicity is 5. The expectation value of S² is 6.029. The orbital gap (alpha / beta) comes out at 3.84 / 6.06 eV. The electronic energy comes out at -44080.54500 eV. The HOMO energy (alpha / beta) comes out at -0.123 / -0.289 Ha.

Geometry (Å):
C: 2.85412 2.59011 -1.27504
C: 1.70625 1.89279 -1.01872
N: 1.65354 0.97755 -0.05194
C: 2.78223 0.60660 0.55559
C: 3.98256 1.24742 0.29927
C: 4.02507 2.25596 -0.64394
C: 0.44606 2.18941 -1.83205
P: -1.05758 1.38688 -1.06401
Ir: -0.38500 -0.06861 0.51873
P: 1.14789 -1.45585 1.46685
C: 2.72780 -0.49134 1.58868
O: 0.96445 0.34878 -4.35072
O: 1.85155 -1.49052 -2.15141
H: 2.81717 3.32154 -2.08150
H: 4.86257 0.93826 0.86050
H: 4.94048 2.76680 -0.86208
C: -1.90931 2.72083 -0.26268
C: -2.07454 0.80732 -2.43241
H: 3.56414 -1.20925 1.46878
H: 2.80403 -0.11626 2.62064
H: 0.49449 1.73893 -2.82811
H: 0.28705 3.25101 -1.99002
C: 0.61877 -1.88615 3.12255
C: 1.61154 -3.00734 0.62813
H: 0.93568 -1.13815 -2.10493
H: 1.75823 -2.23344 -2.75176
H: 1.36691 -0.14362 -3.60791
H: 1.62985 0.98849 -4.65901
H: -0.50660 0.95955 1.73398
H: -0.06695 -1.45383 -0.20868
H: -2.15054 3.52088 -0.96693
H: -2.84380 2.36443 0.19034
H: -1.28836 3.14150 0.53629
H: -2.56133 1.66528 -2.91854
H: -1.46010 0.30570 -3.17797
H: -2.83841 0.13329 -2.05687
H: 2.38560 -3.52174 1.20078
H: 0.69699 -3.61356 0.55451
H: 1.94959 -2.74722 -0.38932
H: 1.39152 -2.47296 3.64038
H: 0.41015 -0.97423 3.70335
H: -0.30793 -2.47678 3.06276
C: -4.27374 -0.54029 0.69069
C: -3.03791 -0.74999 1.59875
C: -3.31083 -1.76389 2.67841
O: -2.03284 -1.25400 0.76459
H: -4.47997 -1.49135 0.16701
H: -4.08665 0.24399 -0.08237
H: -5.13618 -0.24649 1.30577
H: -2.74215 0.23354 2.02207
H: -3.48635 -2.73161 2.20643
H: -2.45081 -1.85552 3.32712
H: -4.17841 -1.46286 3.25598

***

4.
A structure of composition C48H39N7OPY in a non-equilibrium geometry, computed with the ωB97M-V functional and the def2-TZVPD basis.

The energy relative to the best compared isomer or geometry (same formula, charge and spin) is 169.97 kJ/mol. The spin multiplicity is 1. As for the total charge: +4. The orbital gap (alpha / beta) comes out at 3.44 / 2.83 eV. The electronic energy comes out at -73181.85460 eV. The HOMO energy (alpha / beta) comes out at -0.620 / -0.619 Ha.

Geometry (Å):
Y: 0.09623 -0.24663 1.61315
C: -1.34357 2.31057 -3.29525
N: -1.26767 2.17857 -1.85965
C: -0.68107 1.16197 -1.18895
N: -0.78347 1.34817 0.13745
C: -1.47247 2.51807 0.31675
C: -1.79477 3.04787 -0.94435
C: -2.55367 4.23277 -1.31285
C: -3.83037 4.46997 -0.76065
C: -4.58167 5.54107 -1.19645
C: -4.08157 6.41797 -2.15765
C: -2.79247 6.22777 -2.65465
C: -2.04787 5.13767 -2.26005
C: -1.71037 3.06817 1.63735
C: -1.75767 2.23827 2.77325
C: -2.01647 2.77847 4.01975
C: -2.22187 4.15167 4.15655
C: -2.15497 4.98147 3.04615
C: -1.89007 4.44947 1.80115
P: 0.13403 -0.24723 -2.04075
C: -0.70497 -1.61033 -1.13525
N: -0.84677 -1.78533 0.19085
C: -1.66187 -2.87923 0.35125
C: -2.02947 -3.36053 -0.91635
N: -1.39257 -2.55503 -1.81575
C: -1.43587 -2.67693 -3.25145
C: -2.95257 -4.42783 -1.27605
C: -2.58817 -5.42123 -2.19935
C: -3.48897 -6.39673 -2.57115
C: -4.79407 -6.37993 -2.07875
C: -5.15837 -5.41293 -1.14315
C: -4.25557 -4.45463 -0.73315
C: -1.97797 -3.43263 1.65305
C: -2.00747 -2.61313 2.79485
C: -2.35227 -3.13773 4.02535
C: -2.66937 -4.49103 4.13995
C: -2.61467 -5.31843 3.02585
C: -2.25907 -4.80133 1.79555
C: 1.71153 -0.13783 -1.10405
N: 1.92703 -0.10773 0.22515
C: 3.27533 0.09037 0.39005
C: 3.87633 0.19477 -0.87645
N: 2.86863 0.03637 -1.77915
C: 3.00383 0.04377 -3.21295
C: 5.25433 0.46877 -1.23895
C: 5.93553 1.55667 -0.65305
C: 7.20933 1.87667 -1.06985
C: 7.84483 1.11997 -2.05385
C: 7.20203 0.00197 -2.58635
C: 5.91423 -0.30723 -2.20615
C: 3.93863 0.08057 1.67665
C: 3.28683 0.49077 2.85095
C: 3.95433 0.48247 4.06005
C: 5.29123 0.08787 4.11985
C: 5.94623 -0.32593 2.96705
C: 5.27273 -0.35463 1.76435
H: -1.29167 1.32977 -3.77255
H: -2.28137 2.79167 -3.57645
H: -0.52317 2.92137 -3.67975
H: -4.24347 3.78147 -0.03725
H: -5.57647 5.68707 -0.80705
H: -4.68207 7.24127 -2.51185
H: -2.36487 6.94867 -3.33295
H: -1.04207 5.01857 -2.62985
H: -1.72097 1.13197 2.65785
H: -2.09677 2.14127 4.88875
H: -2.43167 4.57427 5.12635
H: -2.28567 6.04877 3.15125
H: -1.78427 5.10277 0.95025
H: -2.15067 -3.45063 -3.52375
H: -1.74967 -1.74023 -3.71435
H: -0.45527 -2.95323 -3.64145
H: -1.57557 -5.46463 -2.56865
H: -3.17507 -7.18863 -3.23305
H: -5.51367 -7.10683 -2.42415
H: -6.16737 -5.39543 -0.76105
H: -4.57187 -3.68803 -0.04025
H: -1.87097 -1.52043 2.68045
H: -2.41767 -2.50173 4.89645
H: -2.94867 -4.90153 5.09775
H: -2.82697 -6.37323 3.12215
H: -2.15447 -5.46193 0.94785
H: 3.97563 0.45287 -3.48075
H: 2.93103 -0.97133 -3.60245
H: 2.22803 0.65667 -3.67215
H: 5.43503 2.17517 0.07815
H: 7.70573 2.73977 -0.65455
H: 8.82643 1.39757 -2.40605
H: 7.71943 -0.63143 -3.28955
H: 5.43713 -1.18913 -2.60355
H: 2.27043 0.91697 2.78395
H: 3.46453 0.82057 4.96185
H: 5.81773 0.09287 5.06155
H: 6.97433 -0.65623 3.01285
H: 5.75673 -0.76243 0.89055
O: 1.08753 -1.43623 4.04245
N: 0.50153 -0.48713 3.65335